The following is a DFT calculation (the ωB97M-V functional and the def2-TZVPD basis) of C28H28CeN5O5 as an isolated structure.

Calculated values
- Spin multiplicity: 2
- Gap between HOMO and LUMO (spin up / spin down): 6.05 / 6.04 eV
- HOMO energy (spin up / spin down): -7.13 / -7.13 eV

Element x y z (Å)
Ce 0.330927 0.069519 -0.279986
C -2.167094 -2.558892 -0.056738
N -2.120326 -1.111538 -0.268953
C -2.667198 -0.760223 -1.578589
C -1.690863 -1.078619 -2.687008
C -2.117219 -1.197847 -4.006198
C -1.176760 -1.433456 -4.996407
C 0.158594 -1.535008 -4.641481
C 0.497993 -1.402960 -3.304402
N -0.403800 -1.187400 -2.344268
C -2.801270 -0.410320 0.824397
C -2.022877 -0.535765 2.112069
C -2.579397 -1.054218 3.269207
C -1.812922 -1.126562 4.424726
C -0.505407 -0.649713 4.380294
C -0.029276 -0.137551 3.189743
N -0.754141 -0.078113 2.063771
C -1.070980 -3.026527 0.867690
C -1.287983 -4.057721 1.769405
C -0.239193 -4.488599 2.567551
C 1.003433 -3.887958 2.405366
C 1.135298 -2.877507 1.470593
N 0.123900 -2.430696 0.718622
H -2.016903 -3.057373 -1.021556
H -3.147900 -2.873866 0.337801
H -2.809877 0.327999 -1.599778
H -3.635671 -1.255250 -1.762863
H -3.163738 -1.097127 -4.250793
H -1.483282 -1.535513 -6.026319
H 0.921670 -1.708195 -5.385202
H 1.528512 -1.482079 -2.973065
H -3.827386 -0.790377 0.964672
H -2.842325 0.652628 0.558888
H -3.606021 -1.391458 3.276418
H -2.222770 -1.536161 5.333883
H 0.122260 -0.663353 5.257770
H 0.979942 0.257200 3.125253
H -2.260150 -4.524102 1.840090
H -0.387570 -5.277893 3.287457
H 1.855066 -4.214359 2.982496
H 2.096876 -2.411558 1.291485
O 5.813891 4.395941 1.660431
C 4.658131 4.695270 1.928465
O 4.133371 5.682537 2.434562
C 3.601933 3.561587 1.549106
C 2.268956 3.734179 1.907487
C 1.362976 2.742471 1.592828
N 1.704234 1.620476 0.942382
C 2.993180 1.461649 0.584265
C 3.970410 2.403531 0.881370
C 3.336202 0.159163 -0.170999
O 4.473334 -0.270771 -0.103621
O 2.362696 -0.370067 -0.812861
H 1.985717 4.644232 2.420199
H 0.307691 2.831338 1.848168
H 4.998745 2.239343 0.594125
C -0.916792 2.405459 -3.562088
C -0.044441 2.150307 -2.314055
C 0.505578 3.508330 -1.832606
O -0.761463 1.503118 -1.325731
H -0.328171 2.858412 -4.356731
H -1.734329 3.071520 -3.298714
H -1.337027 1.470742 -3.924305
H 0.838089 1.519528 -2.647260
H -0.317226 4.112546 -1.452083
H 0.991177 4.040684 -2.647655
H 1.228966 3.366986 -1.030720

Atoms 1-3, force components in eV/Å:
-1.65 -0.97 0.88
0.17 -0.04 0.00
-0.46 -0.21 0.03

Löwdin population analysis, charges in e, atoms 1 to 5: Ce 1.16; C -0.10; N -0.22; C -0.12; C -0.25


The following is a DFT calculation (the ωB97M-V functional and the def2-TZVPD basis) of C28H28ClN2O7SeTa as an isolated structure.

Calculated values
- Gap between HOMO and LUMO: 6.61 eV
- HOMO energy: -8.14 eV

Element x y z (Å)
Ta 0.621490 -1.367892 0.600153
C -0.252632 -2.318317 -2.624246
O 0.005757 -1.228957 -1.715914
C 0.257419 -0.009443 -2.288455
C 0.482797 0.190118 -3.638641
C 0.728130 1.479967 -4.096986
C 0.748041 2.554951 -3.223320
C 0.519361 2.346862 -1.871426
C 0.268365 1.067020 -1.410173
N 0.051791 0.762673 -0.034005
N -0.410060 1.731189 0.618127
C -0.536785 1.676288 1.977922
C 0.148860 0.742968 2.760156
O 0.826521 -0.244342 2.233227
C 0.161416 0.894940 4.173262
C -0.528975 1.903861 4.758506
C -1.267529 2.858498 3.997336
C -1.985393 3.898169 4.622069
C -2.677237 4.813166 3.875254
C -2.672279 4.712873 2.473863
C -1.986332 3.707003 1.842042
C -1.265303 2.758880 2.592956
H 0.662012 -2.569742 -3.160650
H -1.048065 -2.016891 -3.305182
H -0.571715 -3.153395 -2.019361
H 0.471226 -0.635006 -4.333794
H 0.910948 1.635610 -5.151757
H 0.951912 3.551391 -3.589971
H 0.546207 3.164512 -1.164874
H 0.719647 0.166409 4.745307
H -0.532233 2.000736 5.837932
H -1.979063 3.957292 5.703783
H -3.228091 5.609419 4.357485
H -3.221460 5.436081 1.884913
H -1.996499 3.631457 0.763855
O 2.501465 -4.763252 1.019610
Se 1.043582 -4.165985 1.234523
O 1.127536 -2.660072 2.077758
O 0.560537 -3.266661 -0.152228
O -0.156685 -5.053998 1.774386
Cl -5.102449 -2.101109 -4.044682
C -4.121411 -1.896795 -2.618901
C -3.740646 -0.623627 -2.226794
C -2.958089 -0.468739 -1.093512
C -2.528648 -1.567021 -0.345173
C -1.621463 -1.408822 0.820757
C -2.947939 -2.833259 -0.757223
C -3.739642 -3.005055 -1.882908
H -4.061772 0.235689 -2.800160
H -2.673847 0.531842 -0.786167
H -1.723392 -2.273103 1.491575
H -1.891036 -0.521515 1.405174
H -2.639842 -3.701155 -0.184364
H -4.058328 -3.992765 -2.187808
C 3.894928 0.709985 -0.729557
C 3.637525 -0.762371 -0.446078
C 4.024765 -1.639383 -1.626736
C 4.319876 -1.221667 0.833067
O 2.225518 -0.916924 -0.267341
H 4.958596 0.892693 -0.888964
H 3.564073 1.316577 0.115788
H 3.349496 1.023030 -1.621963
H 5.098111 -1.579103 -1.813523
H 3.498444 -1.312450 -2.525867
H 3.765316 -2.678229 -1.418800
H 5.401691 -1.104431 0.748322
H 4.098344 -2.272437 1.027367
H 3.973136 -0.628237 1.681027

Atoms 1-3, force components in eV/Å:
-0.02 -0.06 -0.20
-0.05 0.01 -0.01
0.05 -0.02 0.01

natural (NBO) population analysis, charges in e, atoms 1 to 5: Ta 2.49; C -0.25; O -0.53; C 0.30; C -0.28


> Which formula does entry 2 have?

C28H28ClN2O7SeTa